Computed, not measured: a molecular structure, C25H37N4O2RuS4 in a non-equilibrium geometry, with ωB97M-V with the def2-TZVPD basis set.

Structure (XYZ):
```
73
Properties=species:S:1:pos:R:3:mulliken_spin:R:1
Ru -0.31 -0.31 -1.11 0.002
N -0.46 -2.49 0.13 -0.014
C 0.48 -3.10 1.06 -0.002
C 1.91 -2.72 0.67 0.000
C 2.30 -3.24 -0.72 0.009
C 2.94 -2.18 -1.63 -0.005
N 2.14 -0.95 -1.70 0.016
H -1.42 -2.58 0.47 0.002
H -0.43 -2.98 -0.76 -0.001
H 0.38 -4.20 1.08 -0.001
H 0.28 -2.72 2.06 -0.001
H 2.60 -3.09 1.42 0.000
H 1.94 -1.62 0.69 0.000
H 1.43 -3.63 -1.24 -0.003
H 3.01 -4.06 -0.62 0.000
H 3.01 -2.60 -2.63 0.003
H 3.96 -1.96 -1.29 0.000
H 2.22 -0.54 -2.62 -0.002
H 2.48 -0.28 -1.02 -0.004
O -2.66 -1.87 -1.41 0.001
C -3.91 -1.27 -1.20 0.008
C -3.81 0.09 -0.53 0.000
C -4.92 0.63 0.11 0.001
C -4.80 1.87 0.71 0.001
C -3.59 2.54 0.62 -0.003
C -2.54 1.92 -0.04 -0.003
N -2.64 0.71 -0.59 0.006
H -2.26 -1.55 -2.24 -0.009
H -4.48 -1.95 -0.55 0.001
H -4.45 -1.16 -2.15 0.004
H -5.84 0.08 0.15 0.000
H -5.63 2.31 1.24 0.000
H -3.45 3.51 1.06 0.000
H -1.57 2.38 -0.14 -0.001
O 0.46 -0.85 -8.39 0.033
C 0.21 -0.85 -7.22 0.011
S 0.43 -2.25 -6.17 0.006
C -0.12 -1.51 -4.67 0.093
C -0.49 -0.18 -4.74 0.135
S -1.02 0.76 -3.43 0.328
S -0.41 0.56 -6.34 0.015
S -0.18 -2.44 -3.26 0.344
C -2.00 -0.98 3.59 0.002
C -0.76 -0.20 3.27 0.007
C 0.12 0.21 4.27 -0.001
C 1.25 0.95 3.94 -0.007
C 2.23 1.38 4.99 0.003
C 1.48 1.31 2.63 0.003
C 0.61 0.93 1.58 0.024
C -0.50 0.13 1.96 -0.006
N 0.71 1.26 0.28 -0.009
C 1.57 2.34 -0.18 -0.014
C 1.23 3.66 0.55 0.002
C 3.08 2.02 -0.03 0.000
C 1.26 2.56 -1.66 0.030
H -2.10 -1.13 4.67 0.000
H -1.98 -1.96 3.11 0.000
H -2.88 -0.45 3.23 0.000
H -0.08 -0.05 5.30 0.000
H 1.92 1.04 5.98 0.000
H 2.31 2.46 5.01 0.000
H 3.21 0.98 4.77 0.000
H 2.38 1.87 2.42 0.001
H -1.18 -0.19 1.17 0.001
H 1.37 3.58 1.62 0.000
H 0.19 3.93 0.36 0.000
H 1.87 4.46 0.17 0.000
H 3.24 1.11 0.56 0.000
H 3.61 2.83 0.47 0.000
H 3.54 1.88 -1.00 0.000
H 0.21 2.83 -1.80 -0.003
H 1.45 1.65 -2.24 -0.002
H 1.88 3.37 -2.06 -0.003
```

HOMO level (alpha / beta) ... -6.503 / -6.502 eV
Relative energy (zero: lowest compared OMol25 entry of this formula, charge and spin) ... 323.5 kJ/mol
E_tot ... -3031.91006 Eh
Spin multiplicity ... 2


Computed, not measured: 4 unconnected molecules or ions with the total composition C25H37NO5 in a non-equilibrium geometry, with ωB97M-V with the def2-TZVPD basis set.

Structure (XYZ):
```
68
Properties=species:S:1:pos:R:3:nbo_charge:R:1
C 1.66 -2.56 1.16 -0.624
C 2.84 -1.56 1.29 -0.407
C 3.35 -0.92 -0.02 -0.394
C 2.28 -0.59 -1.07 -0.435
C 1.22 0.38 -0.61 0.031
C 1.40 1.75 -0.61 -0.211
C 0.41 2.59 -0.19 -0.156
C -0.79 2.12 0.26 -0.158
C -0.99 0.75 0.26 -0.047
C -0.01 -0.10 -0.19 -0.203
C -2.29 0.14 0.74 0.536
O -2.35 -1.06 0.95 -0.519
C -3.45 1.08 0.94 -0.016
C -4.81 0.44 1.10 -0.452
C -5.39 -0.05 -0.23 -0.204
N -4.55 -1.01 -0.93 -0.855
C -3.23 2.39 0.97 -0.250
C -1.88 3.00 0.77 0.526
O -1.70 4.19 1.01 -0.528
H 1.42 -2.84 0.13 0.198
H 1.85 -3.49 1.70 0.207
H 0.79 -2.12 1.64 0.215
H 3.69 -2.14 1.69 0.204
H 2.62 -0.82 2.07 0.207
H 4.13 -1.55 -0.44 0.205
H 3.82 0.04 0.26 0.225
H 2.78 -0.12 -1.95 0.242
H 1.77 -1.47 -1.48 0.200
H 2.36 2.12 -0.97 0.214
H 0.61 3.66 -0.23 0.227
H -0.20 -1.16 -0.21 0.235
H -4.64 -0.44 1.73 0.229
H -5.49 1.10 1.64 0.219
H -6.36 -0.51 -0.01 0.197
H -5.50 0.81 -0.90 0.182
H -4.65 -1.95 -0.57 0.369
H -4.65 -0.97 -1.93 0.364
H -4.04 3.09 1.14 0.223
C -7.61 -4.42 2.84 -0.721
C -6.83 -3.13 2.71 0.602
C -5.85 -2.81 3.82 -0.721
O -6.98 -2.39 1.77 -0.554
H -8.27 -4.52 1.99 0.235
H -6.93 -5.27 2.87 0.231
H -8.21 -4.40 3.75 0.230
H -5.09 -3.59 3.88 0.234
H -6.38 -2.73 4.77 0.230
H -5.36 -1.86 3.60 0.236
C 6.51 2.68 0.55 -0.722
C 5.54 2.36 1.66 0.598
C 5.04 3.51 2.49 -0.721
O 5.17 1.23 1.87 -0.545
H 6.79 1.76 0.04 0.238
H 6.05 3.36 -0.16 0.230
H 7.41 3.13 0.97 0.228
H 4.52 4.23 1.86 0.230
H 5.88 4.00 2.99 0.228
H 4.35 3.14 3.25 0.237
C 4.94 0.94 -6.07 -0.721
C 3.96 0.40 -5.05 0.600
C 2.70 -0.25 -5.58 -0.722
O 4.17 0.49 -3.86 -0.547
H 5.79 1.37 -5.55 0.235
H 5.29 0.13 -6.71 0.230
H 4.46 1.71 -6.68 0.230
H 2.96 -1.11 -6.20 0.230
H 2.13 0.47 -6.17 0.231
H 2.09 -0.59 -4.75 0.237
```

HOMO level ... -8.676 eV
E_tot ... -1405.75367 Eh
Spin multiplicity ... 1
SMILES ... CCCCc1ccc2c(c1)C(=O)C(CCN)=CC2=O.CC(C)=O.CC(C)=O.CC(C)=O


Computed, not measured: a molecular structure, C25H38AsBrN3O2RbSe2Si3 in a non-equilibrium geometry, with ωB97M-V with the def2-TZVPD basis set.

Structure (XYZ):
```
76
Properties=species:S:1:pos:R:3:lowdin_charge:R:1
Rb 1.68 -1.96 -0.17 0.707
Se 0.18 -4.87 2.67 0.736
Se -0.73 -2.60 3.35 0.718
C 0.96 -2.09 4.04 -0.761
C 0.96 -2.16 5.48 -0.111
C 2.17 -1.89 6.11 -0.064
C 3.22 -1.33 5.38 -0.054
C 3.06 -1.21 4.00 -0.114
N 1.97 -1.63 3.34 0.041
C -0.62 -4.74 0.91 -0.720
C -2.00 -5.13 0.88 -0.127
C -2.65 -5.27 -0.32 -0.049
C -1.93 -4.94 -1.49 -0.039
C -0.58 -4.58 -1.38 -0.128
N 0.08 -4.48 -0.18 -0.036
H 0.09 -2.55 5.97 0.078
H 2.23 -2.07 7.19 0.115
H 4.18 -1.07 5.83 0.113
H 3.84 -0.82 3.36 0.116
H -2.49 -5.31 1.83 0.089
H -3.66 -5.65 -0.37 0.112
H -2.31 -4.94 -2.48 0.090
H 0.06 -4.33 -2.22 0.086
Br -0.60 -2.14 -4.36 0.779
C 1.24 -1.88 -4.36 -0.749
C 2.10 -2.15 -5.50 -0.089
C 3.46 -1.84 -5.41 -0.074
C 4.01 -1.25 -4.26 0.027
C 3.07 -1.03 -3.22 -0.226
N 1.78 -1.32 -3.28 0.052
C 3.53 -0.60 -1.87 -0.742
O 4.13 -1.50 -1.18 -0.185
O 3.16 0.57 -1.48 -0.074
H 1.73 -2.63 -6.41 0.097
H 4.10 -2.24 -6.20 0.109
H 5.06 -0.94 -4.15 0.132
C 1.57 3.22 -2.08 -0.203
Si -0.25 2.80 -1.92 0.244
C -1.03 4.49 -1.91 -0.219
C -0.81 1.83 -3.41 -0.213
As -0.60 1.40 0.01 0.779
Si -2.97 0.85 0.11 0.218
C -3.91 2.20 -0.73 -0.238
C -3.05 -0.75 -0.84 -0.232
C -3.57 0.63 1.83 -0.226
Si 0.04 2.88 1.85 0.238
C -0.31 1.95 3.43 -0.240
C 1.85 3.28 1.59 -0.215
C -0.82 4.51 2.09 -0.239
H 1.62 3.79 -3.02 0.037
H 2.18 2.33 -2.14 -0.002
H 1.96 3.84 -1.31 0.007
H -0.65 4.89 -2.85 0.032
H -0.71 5.17 -1.10 0.025
H -2.11 4.49 -1.95 0.009
H -0.92 2.53 -4.25 0.041
H -1.72 1.31 -3.24 -0.010
H -0.05 1.08 -3.75 0.026
H -3.65 2.44 -1.78 0.027
H -3.86 3.12 -0.13 0.034
H -4.94 1.79 -0.70 0.035
H -2.36 -0.88 -1.67 0.001
H -4.08 -0.83 -1.26 0.043
H -2.94 -1.59 -0.12 0.029
H -3.75 1.56 2.38 0.027
H -2.87 0.01 2.44 0.020
H -4.59 0.16 1.79 0.051
H -0.13 0.85 3.37 0.012
H -1.34 2.09 3.82 0.028
H 0.36 2.36 4.22 0.036
H 2.44 2.62 0.97 0.021
H 2.32 3.33 2.58 0.036
H 1.95 4.27 1.20 0.016
H -1.92 4.43 2.07 0.025
H -0.47 5.23 1.29 0.030
H -0.40 4.87 3.09 0.057
```

HOMO level ... -7.409 eV
Relative energy (zero: lowest compared OMol25 entry of this formula, charge and spin) ... 76.5 kJ/mol
E_tot ... -11795.49798 Eh
Spin multiplicity ... 1